Entry 1:
ORCA calculation (ωB97M-V with the def2-TZVPD basis set) on a single C4H3BrO molecule at a distorted geometry.

Properties
Maximum force = 4.075 eV Å⁻¹
HOMO level (alpha / beta) = -9.019 / -9.020 eV
Energy relative to the best compared isomer or geometry (same formula, charge and spin) = 354.00 kJ/mol
Total charge = 0
E_tot = -2803.2836 Eh

Positions of all 9 atoms, in Å:
1 Br 2.646 1.027 0.418
2 O 0.286 -2.145 0.162
3 C 0.586 -1.009 -0.104
4 C 1.784 -0.328 -0.414
5 C -1.119 0.733 0.379
6 C -0.677 -0.125 -0.477
7 H -0.603 0.809 1.228
8 H -1.861 1.520 0.290
9 H -1.044 -0.482 -1.482

Atoms 1-3, force components in eV/Å:
Br -0.35 -0.40 0.28
O 0.87 -1.05 0.41
C -1.84 0.80 0.36

Entry 2:
ORCA calculation (ωB97M-V with the def2-TZVPD basis set) on a molecular structure, C4H3CdLiO at a distorted geometry.

Properties
Maximum force = 3.998 eV Å⁻¹
HOMO level = 2.095 eV
Total charge = -2
E_tot = -404.4986 Eh

Positions of all 10 atoms, in Å:
1 Cd -1.725 -1.186 -0.686
2 O -1.297 0.597 -1.318
3 C 0.094 0.012 0.592
4 C 1.419 -0.543 0.164
5 C -0.577 1.105 -0.230
6 C 2.348 -1.246 -0.313
7 Li 0.493 -2.362 0.176
8 H 0.359 1.715 -0.499
9 H -1.143 1.800 0.427
10 H 0.028 0.109 1.686

Atoms 1-3, force components in eV/Å:
Cd -0.93 -3.76 1.00
O 0.63 3.87 -0.69
C 1.17 -1.54 0.53

Entry 3:
ORCA calculation (ωB97M-V with the def2-TZVPD basis set) on a single C4H3ClF2 molecule at a distorted geometry.

Properties
Maximum force = 2.975 eV Å⁻¹
HOMO level (alpha / beta) = -9.830 / -8.746 eV
Energy relative to the best compared isomer or geometry (same formula, charge and spin) = 348.13 kJ/mol
Total charge = 0
E_tot = -813.9582 Eh

Positions of all 10 atoms, in Å:
1 Cl 1.269 -2.254 -0.392
2 F -3.291 -1.660 0.441
3 F -2.605 0.919 -0.752
4 C 0.337 -1.003 0.298
5 C -1.753 -0.117 -0.403
6 C -0.330 0.085 -0.489
7 C -2.111 -1.243 0.122
8 H 0.034 -0.058 -1.477
9 H -0.039 0.981 -0.054
10 H 0.492 -0.816 1.289

Atoms 1-3, force components in eV/Å:
Cl -0.18 0.44 0.03
F -0.81 -0.46 0.24
F 0.64 -0.92 0.08

Entry 4:
ORCA calculation (ωB97M-V with the def2-TZVPD basis set) on a single C4H3ClN2S molecule at a distorted geometry.

Properties
Maximum force = 10.042 eV Å⁻¹
HOMO level = -8.990 eV
Energy relative to the best compared isomer or geometry (same formula, charge and spin) = 234.47 kJ/mol
Total charge = 0
E_tot = -1122.0171 Eh
Structure (SMILES) = N#C/C=C(\Cl)C(N)=S

Positions of all 11 atoms, in Å:
1 Cl -0.313 -1.889 -0.459
2 S -0.533 2.093 1.397
3 N 1.876 -0.504 -2.975
4 N -0.822 -0.559 2.108
5 C -0.508 0.378 1.139
6 C 0.599 0.734 -0.950
7 C 0.001 -0.255 -0.155
8 C 1.179 0.139 -2.132
9 H 0.743 1.789 -0.600
10 H -0.448 -1.540 1.798
11 H -1.462 -0.166 2.919

Atoms 1-3, force components in eV/Å:
Cl 0.35 -0.03 -0.41
S -0.48 -2.61 -0.04
N -5.74 5.14 6.44

Entry 5:
ORCA calculation (ωB97M-V with the def2-TZVPD basis set) on 2 unconnected molecules or ions with the total composition C4H3ClO2 at a distorted geometry.

Properties
Maximum force = 7.326 eV Å⁻¹
HOMO level = -10.195 eV
Energy relative to the best compared isomer or geometry (same formula, charge and spin) = 601.07 kJ/mol
Total charge = 0
E_tot = -764.6500 Eh

Positions of all 10 atoms, in Å:
1 Cl 1.079 -1.066 -2.345
2 O -0.391 0.712 -1.391
3 O -1.826 0.718 0.335
4 C 1.308 -0.739 2.153
5 C -1.263 1.317 -0.555
6 C -0.287 -0.645 -1.420
7 C 0.879 -0.730 1.068
8 H 0.313 -0.899 -0.111
9 H 1.653 -0.908 3.184
10 H -1.465 2.241 -0.918

Atoms 1-3, force components in eV/Å:
Cl -0.03 0.27 -0.69
O 1.60 -1.35 -1.95
O 1.13 1.60 -1.25

Entry 6:
ORCA calculation (ωB97M-V with the def2-TZVPD basis set) on a single C4H3ClO3 molecule at a distorted geometry.

Properties
Maximum force = 5.805 eV Å⁻¹
HOMO level (alpha / beta) = -9.400 / -9.400 eV
Energy relative to the best compared isomer or geometry (same formula, charge and spin) = 18.71 kJ/mol
Total charge = 0
E_tot = -840.0655 Eh
Structure (SMILES) = O=C/C(O)=C(\Cl)C=O

Positions of all 11 atoms, in Å:
1 Cl 1.110 1.387 1.707
2 O -0.295 -0.625 3.072
3 O -0.682 -1.031 -0.923
4 O -0.127 0.975 -2.716
5 C -0.006 0.055 -0.525
6 C -0.275 -0.884 1.880
7 C 0.378 1.046 -1.601
8 C 0.201 0.096 0.946
9 H -0.626 -1.104 -1.886
10 H 1.077 1.923 -1.427
11 H -0.756 -1.839 1.473

Atoms 1-3, force components in eV/Å:
Cl -0.44 -0.27 -0.78
O 0.16 -0.77 -0.84
O 0.06 0.12 -0.41

Look up the E_tot of the fourth one.
-1122.0171 Eh

Please write out number 3 again, unchanged.
ORCA calculation (ωB97M-V with the def2-TZVPD basis set) on a single C4H3ClF2 molecule at a distorted geometry.

Properties
Maximum force = 2.975 eV Å⁻¹
HOMO level (alpha / beta) = -9.830 / -8.746 eV
Energy relative to the best compared isomer or geometry (same formula, charge and spin) = 348.13 kJ/mol
Total charge = 0
E_tot = -813.9582 Eh

Positions of all 10 atoms, in Å:
1 Cl 1.269 -2.254 -0.392
2 F -3.291 -1.660 0.441
3 F -2.605 0.919 -0.752
4 C 0.337 -1.003 0.298
5 C -1.753 -0.117 -0.403
6 C -0.330 0.085 -0.489
7 C -2.111 -1.243 0.122
8 H 0.034 -0.058 -1.477
9 H -0.039 0.981 -0.054
10 H 0.492 -0.816 1.289

Atoms 1-3, force components in eV/Å:
Cl -0.18 0.44 0.03
F -0.81 -0.46 0.24
F 0.64 -0.92 0.08